## i
Here is a cluster of 2 separate species, C5H15NS in total from the OMol25 dataset. Energies are from ωB97M-V/def2-TZVPD.

The geometry in XYZ format:
```
22
Properties=species:S:1:pos:R:3:lowdin_charge:R:1
C -3.283 -1.279 -0.487 -0.22
C -1.895 -0.671 -0.223 -0.77
S -1.714 -0.104 1.496 0.39
H -4.080 -0.526 -0.310 0.06
H -3.454 -2.161 0.159 0.06
H -3.368 -1.611 -1.537 0.06
H -1.751 0.173 -0.935 0.05
H -1.135 -1.422 -0.482 0.04
C 1.845 0.353 0.813 -0.20
C 1.097 0.680 -0.493 -0.26
C 2.062 1.248 -1.553 -0.10
N 0.949 -0.119 1.894 0.00
H 2.599 -0.415 0.592 0.13
H 2.350 1.255 1.151 0.12
H 0.286 1.406 -0.256 0.11
H 0.633 -0.268 -0.847 0.10
H 2.523 2.152 -1.210 0.06
H 2.888 0.507 -1.767 0.09
H 1.558 1.449 -2.469 0.06
H 0.259 0.629 2.187 0.05
H 0.217 -0.810 1.528 0.02
H 1.414 -0.465 2.747 0.15
```

Properties
net charge	0

## ii
Here is a structure of composition C5H15NS from the OMol25 dataset. Energies are from ωB97M-V/def2-TZVPD.

The geometry in XYZ format:
```
22
Properties=species:S:1:pos:R:3:lowdin_charge:R:1
C 0.827 0.248 1.551 -0.06
C 0.430 1.681 0.995 -0.47
C 1.161 1.823 -0.321 -0.09
N -0.996 1.819 0.744 0.01
H 0.368 0.066 2.535 0.07
H 0.451 -0.543 0.859 0.03
H 1.931 0.204 1.625 0.08
H 0.790 2.418 1.720 0.13
H 0.709 1.160 -1.052 0.04
H 2.231 1.536 -0.208 0.09
H 1.091 2.858 -0.705 0.08
H -1.560 1.739 1.598 0.13
H -1.267 2.671 0.203 0.15
H -1.258 0.753 -0.004 -0.14
C 0.120 -2.577 -1.228 -0.21
C -1.353 -2.212 -1.168 -0.66
S -1.548 -0.419 -1.014 0.53
H 0.592 -2.131 -0.335 0.04
H 0.651 -2.212 -2.110 0.07
H 0.306 -3.655 -1.240 0.06
H -1.855 -2.719 -0.337 0.05
H -1.821 -2.510 -2.107 0.05
```

Properties
net charge	0

Quick look at relative energies in hartree: i 0.0092; ii 0.0000.

## i
Here is an isolated molecule of C15H16N4O2S2 from the OMol25 dataset. Energies are from ωB97M-V/def2-TZVPD.

The geometry in XYZ format:
```
39
Properties=species:S:1:pos:R:3:lowdin_charge:R:1
C -6.581 -3.172 -0.455 -0.12
H -6.680 -2.080 -0.416 0.09
O -5.262 -3.573 -0.193 -0.20
C -4.331 -3.056 -1.118 -0.22
C -2.938 -3.539 -0.707 -0.17
N -2.573 -3.066 0.609 -0.01
C -2.109 -1.808 0.757 -0.65
N -1.647 -1.064 -0.190 0.01
N -1.166 0.106 0.224 -0.05
C -1.248 0.285 1.492 -0.97
S -0.725 1.705 2.326 0.92
C 0.231 2.442 0.969 -0.39
H 0.529 3.434 1.308 0.09
C 1.463 1.593 0.658 -0.43
O 1.787 0.666 1.363 0.07
C 2.198 2.010 -0.522 -0.10
C 1.916 3.043 -1.390 -0.02
N 2.855 3.102 -2.363 0.09
C 3.782 2.110 -2.167 -0.21
C 4.917 1.781 -2.896 -0.02
C 5.669 0.716 -2.447 -0.10
C 5.304 -0.002 -1.305 -0.09
C 4.179 0.322 -0.578 -0.01
C 3.403 1.393 -1.011 -0.11
H 3.893 -0.230 0.302 0.11
H 5.923 -0.829 -0.991 0.10
H 6.559 0.429 -2.988 0.10
H 5.196 2.337 -3.778 0.11
H 2.869 3.765 -3.121 0.16
H 1.103 3.744 -1.375 0.13
H -0.421 2.517 0.101 0.08
S -1.987 -1.060 2.363 1.02
H -3.160 -3.413 1.354 0.13
H -2.197 -3.166 -1.415 0.12
H -2.925 -4.630 -0.684 0.12
H -4.565 -3.404 -2.135 0.13
H -4.357 -1.956 -1.113 0.12
H -6.914 -3.520 -1.441 0.09
H -7.203 -3.621 0.317 0.09
```

Properties
net charge	0
SMILES	COCCNc1nnc(SCC(=O)c2c[nH]c3ccccc23)s1

## ii
Here is an isolated molecule of C15H16N4O2S2 from the OMol25 dataset. Energies are from ωB97M-V/def2-TZVPD.

The geometry in XYZ format:
```
39
Properties=species:S:1:pos:R:3:lowdin_charge:R:1
O -2.617 0.896 -2.275 0.08
C -2.647 1.550 -1.262 -0.55
N -2.913 1.094 -0.016 0.11
C -3.105 -0.225 0.415 -0.22
C -3.041 -1.316 -0.444 -0.01
C -3.239 -2.590 0.057 -0.08
C -3.500 -2.791 1.402 -0.10
C -3.561 -1.703 2.257 -0.09
C -3.364 -0.426 1.769 -0.03
H -3.410 0.424 2.437 0.11
H -3.764 -1.848 3.308 0.10
H -3.656 -3.789 1.784 0.10
H -3.188 -3.435 -0.614 0.10
H -2.839 -1.161 -1.490 0.10
H -2.937 1.785 0.725 0.09
C -2.438 3.067 -1.331 -0.35
H -1.805 3.288 -2.190 0.09
H -3.403 3.563 -1.458 0.09
S -1.701 3.820 0.148 0.92
C -0.225 2.919 0.194 -0.95
N 0.103 2.022 -0.665 -0.03
N 1.273 1.451 -0.428 0.02
C 1.877 1.888 0.619 -0.59
N 3.080 1.490 1.099 0.11
C 3.968 0.531 0.610 -0.42
O 5.005 0.372 1.203 0.10
C 3.521 -0.234 -0.593 -0.23
H 3.188 0.458 -1.365 0.14
C 2.467 -1.332 -0.311 -0.13
H 1.495 -1.152 -0.760 0.10
H 2.338 -1.533 0.751 0.12
C 3.367 -2.356 -1.017 -0.16
H 3.591 -3.254 -0.446 0.10
H 2.991 -2.644 -1.996 0.10
C 4.494 -1.316 -1.085 -0.13
H 4.925 -1.143 -2.068 0.11
H 5.295 -1.492 -0.369 0.11
H 3.410 1.962 1.934 0.15
S 0.963 3.158 1.472 1.04
```

Properties
net charge	0
SMILES	O=C(CSc1nnc(NC(=O)C2CCC2)s1)Nc1ccccc1

Quick look at relative energies in hartree: i 0.0149; ii 0.0000.

## i
Here is an isolated molecule of C4H5OP from the OMol25 dataset. Energies are from ωB97M-V/def2-TZVPD.

The geometry in XYZ format:
```
11
Properties=species:S:1:pos:R:3:lowdin_charge:R:1
C -1.525 -0.063 -0.472 -0.55
C -1.984 0.727 -1.410 -0.13
C -0.131 0.416 -0.008 -0.26
C 0.749 -0.727 -0.423 -0.46
O -2.119 1.433 -2.339 0.24
P -0.773 -1.803 -0.916 0.73
H -2.271 -0.536 0.270 0.13
H 0.006 1.347 -0.534 0.09
H 0.060 0.615 1.152 0.16
H 1.426 -0.754 -1.257 0.05
H 1.172 -1.211 0.361 0.00
```

Properties
net charge	0

## ii
Here is a cluster of 2 separate species, C4H5OP in total from the OMol25 dataset. Energies are from ωB97M-V/def2-TZVPD.

The geometry in XYZ format:
```
11
Properties=species:S:1:pos:R:3:lowdin_charge:R:1
C -0.966 1.243 0.273 -0.15
C 0.257 0.724 0.413 -0.13
C -1.808 0.192 -0.026 -0.29
C 0.429 -0.692 0.371 -0.42
O -3.896 0.566 0.392 -0.37
P -1.239 -1.465 0.067 0.97
H -1.237 2.266 0.297 0.11
H 1.222 1.298 0.770 0.16
H 1.171 -0.993 -0.294 0.07
H 0.889 -1.105 1.265 0.09
H -1.149 -1.328 -1.267 -0.04
```

Properties
net charge	0

## iii
Here is a structure of composition C4H5OP from the OMol25 dataset. Energies are from ωB97M-V/def2-TZVPD.

The geometry in XYZ format:
```
11
Properties=species:S:1:pos:R:3:lowdin_charge:R:1
C -1.279 -0.646 -0.005 -0.28
C -1.563 0.725 -0.117 0.00
C 0.066 -1.062 -0.006 -0.32
C 0.176 1.628 0.014 -0.17
O 2.615 -0.192 0.173 -0.31
P 1.057 0.217 -0.481 0.86
H -2.056 -1.537 0.097 0.14
H -2.385 1.392 0.073 0.05
H 0.292 -2.076 0.067 0.05
H 0.345 2.425 -0.656 -0.04
H 2.731 -0.874 0.842 0.04
```

Properties
net charge	0

## iv
Here is an isolated molecule of C4H5OP from the OMol25 dataset. Energies are from ωB97M-V/def2-TZVPD.

The geometry in XYZ format:
```
11
Properties=species:S:1:pos:R:3:lowdin_charge:R:1
C 0.025 -1.259 -0.196 -0.12
C -1.240 -0.875 -0.201 -0.48
C 0.915 -0.042 -0.383 -0.26
C 0.147 1.064 0.379 -0.36
O -2.274 -0.502 0.545 -0.25
P -1.637 0.895 -0.284 1.02
H 0.402 -2.257 -0.076 0.09
H 1.904 -0.218 0.042 0.10
H 1.039 0.229 -1.436 0.10
H 0.201 0.902 1.458 0.08
H 0.517 2.064 0.152 0.06
```

Properties
net charge	0
SMILES	C1=C2OP2CC1

Quick look at relative energies in hartree: i 0.0447; ii 0.1932; iii 0.0543; iv 0.0000.